A molecular structure, C28H74BaBr2N6O12V2, computed with the ωB97M-V functional and the def2-TZVPD basis.

Element x y z (Å)
O -2.109 -1.732 -4.899
V -0.983 -1.235 -3.860
O 0.355 -1.321 -4.586
O -2.405 -9.299 3.819
V -1.053 -9.656 4.707
O -0.469 -8.308 5.424
Ba 1.843 -8.574 -2.539
O -0.296 -3.594 -0.287
C -0.290 -3.179 1.085
C 0.206 -1.680 1.401
O -0.304 -0.662 0.582
H 0.342 -3.838 1.680
H -1.269 -3.300 1.549
H 1.263 -1.684 1.136
H 0.065 -1.453 2.458
Br 2.851 -2.298 8.840
C 1.097 -1.516 9.273
C -0.085 -2.401 8.798
Br -1.739 -1.460 9.171
H 1.090 -0.455 9.022
H 0.983 -1.448 10.354
H -0.085 -3.272 9.452
H -0.063 -2.698 7.749
C 7.352 -3.092 -2.646
C 7.559 -4.436 -1.965
C 7.384 -4.437 -0.353
O 8.366 -3.694 0.334
C 7.982 -3.290 1.631
N 6.838 -5.527 -2.688
H 7.580 -3.087 -3.711
H 8.012 -2.331 -2.229
H 6.301 -2.821 -2.741
H 8.599 -4.646 -2.213
H 7.392 -5.492 -0.078
H 6.408 -3.965 -0.246
H 8.091 -4.152 2.290
H 6.997 -2.823 1.650
H 8.651 -2.510 1.995
H 6.984 -6.426 -2.250
H 7.323 -5.785 -3.536
C -5.376 4.493 -4.282
C -4.985 3.331 -5.200
C -5.216 3.540 -6.721
O -6.553 3.874 -7.095
C -7.545 2.914 -6.819
N -3.611 3.024 -4.920
H -6.463 4.569 -4.317
H -5.074 5.389 -4.823
H -5.029 4.453 -3.250
H -5.396 2.368 -4.898
H -5.112 2.553 -7.172
H -4.569 4.323 -7.115
H -7.389 2.251 -5.968
H -7.555 2.165 -7.612
H -8.539 3.359 -6.858
H -3.042 3.402 -5.663
H -3.376 3.556 -4.094
C -7.337 1.349 3.415
C -7.125 2.774 3.936
C -8.107 3.384 4.927
O -9.425 3.664 4.448
C -10.344 4.120 5.453
N -5.779 2.782 4.514
H -7.256 0.654 4.251
H -6.583 1.017 2.702
H -8.269 1.191 2.871
H -7.129 3.488 3.113
H -7.680 4.352 5.188
H -7.987 2.852 5.870
H -10.320 3.431 6.297
H -11.339 4.119 5.008
H -10.154 5.104 5.883
H -5.146 2.483 3.786
H -5.641 2.064 5.211
C 1.671 7.471 4.250
C 2.106 6.236 3.376
C 2.697 5.125 4.301
O 3.976 5.488 4.773
C 4.737 4.341 5.175
N 0.860 5.832 2.743
H 2.374 7.713 5.047
H 0.669 7.394 4.673
H 1.535 8.308 3.565
H 2.787 6.605 2.610
H 2.672 4.176 3.766
H 2.144 4.920 5.218
H 4.120 3.596 5.676
H 5.634 4.582 5.746
H 5.078 3.805 4.289
H 1.021 4.897 2.396
H 0.133 5.708 3.433
C 6.215 6.194 -2.860
C 5.997 4.766 -2.372
C 6.834 4.279 -1.167
O 8.192 4.189 -1.723
C 9.150 3.687 -0.761
N 4.543 4.614 -2.205
H 7.261 6.231 -3.163
H 6.048 6.946 -2.089
H 5.543 6.463 -3.675
H 6.255 4.036 -3.140
H 6.456 3.336 -0.771
H 6.739 4.956 -0.318
H 8.797 2.834 -0.181
H 9.460 4.381 0.019
H 9.992 3.380 -1.382
H 4.364 3.675 -1.879
H 4.137 5.190 -1.482
C -5.271 -8.760 -4.157
C -3.728 -9.012 -4.471
C -3.286 -8.125 -5.637
O -1.891 -8.183 -5.778
C -1.310 -7.352 -6.769
N -3.047 -8.730 -3.212
H -5.401 -7.886 -3.519
H -5.776 -9.567 -3.627
H -5.871 -8.580 -5.049
H -3.512 -10.037 -4.773
H -3.598 -7.094 -5.467
H -3.838 -8.439 -6.523
H -0.230 -7.373 -6.617
H -1.649 -6.317 -6.812
H -1.529 -7.748 -7.761
H -3.164 -7.760 -2.956
H -3.411 -9.206 -2.399

Output
E_HOMO   -9.89 eV
Net charge   +2
Kohn-Sham gap   1.572 eV

---

A molecular structure, C23H38CuN4S2Si4Te, computed with the ωB97M-V functional and the def2-TZVPD basis.

Element x y z (Å)
Cu -0.393 0.005 -0.208
N -0.826 -3.567 2.083
C -0.854 -2.318 1.508
S -0.880 -2.214 -0.213
N -0.950 -1.314 2.375
N -0.880 -0.139 1.735
C -1.323 0.949 2.275
C -1.799 1.066 3.678
C -2.989 1.723 3.985
C -3.425 1.835 5.300
C -2.671 1.291 6.330
C -1.480 0.635 6.035
C -1.049 0.522 4.721
C -1.328 2.085 1.343
C -1.421 3.421 1.753
C -1.424 4.426 0.814
C -1.318 4.093 -0.534
C -1.202 2.763 -0.872
N -1.221 1.763 0.031
H -0.494 -4.298 1.479
H -0.503 -3.589 3.037
H -3.584 2.142 3.181
H -4.357 2.342 5.519
H -3.010 1.373 7.356
H -0.884 0.210 6.833
H -0.129 0.003 4.486
H -1.468 3.645 2.811
H -1.489 5.463 1.122
H -1.321 4.852 -1.305
H -1.078 2.454 -1.903
S 2.050 0.543 -2.392
C 1.388 0.228 -0.940
C 5.393 0.819 3.320
Si 5.994 -0.420 2.045
C 5.498 -2.126 2.646
C 7.874 -0.345 2.074
Si 5.006 -0.002 -0.045
Te 2.607 -0.048 0.782
Si 5.668 2.106 -0.793
C 7.546 2.177 -0.879
C 5.082 3.404 0.416
C 5.013 2.526 -2.487
Si 5.637 -1.723 -1.493
C 4.813 -3.318 -0.987
C 5.311 -1.406 -3.300
C 7.500 -1.942 -1.329
H 5.762 0.541 4.315
H 4.299 0.847 3.353
H 5.741 1.834 3.098
H 5.801 -2.260 3.691
H 5.963 -2.919 2.050
H 4.413 -2.253 2.580
H 8.238 -0.578 3.082
H 8.238 0.652 1.804
H 8.321 -1.061 1.376
H 7.998 1.946 0.091
H 7.886 3.174 -1.186
H 7.930 1.451 -1.605
H 5.585 3.300 1.383
H 4.005 3.303 0.589
H 5.281 4.410 0.029
H 5.480 1.899 -3.254
H 5.217 3.576 -2.726
H 3.934 2.351 -2.535
H 3.724 -3.197 -0.966
H 5.132 -3.629 0.013
H 5.061 -4.116 -1.695
H 4.270 -1.129 -3.467
H 5.541 -2.306 -3.882
H 5.940 -0.588 -3.671
H 7.785 -2.197 -0.303
H 8.028 -1.021 -1.602
H 7.852 -2.743 -1.990

Output
E_HOMO   -3.25 eV
Net charge   -1
Kohn-Sham gap   5.808 eV
Relative energy (zero: lowest compared OMol25 entry of this formula, charge and spin)   9.07 kcal/mol

---

C23H34N2O3 in the gas phase, computed with the ωB97M-V functional and the def2-TZVPD basis.

Element x y z (Å)
C -2.651 -5.376 3.857
C -1.341 -5.144 3.110
C -1.025 -3.696 2.727
C -1.603 -2.670 3.694
C 0.461 -3.415 2.396
C 0.031 -2.604 1.161
C 0.770 -2.870 -0.127
O 1.386 -3.902 -0.343
N 0.677 -1.893 -1.055
C -0.190 -0.724 -1.200
C 0.416 -0.548 -2.624
C 1.356 0.633 -2.785
C 0.376 1.731 -3.223
C -0.329 2.335 -2.009
O -1.507 2.112 -1.755
N 0.441 3.077 -1.195
C 1.752 3.637 -1.351
C 1.445 5.113 -1.666
C 0.229 5.643 -1.453
C -0.886 4.942 -0.647
C -0.083 3.801 -0.032
C 0.008 2.798 1.103
C 1.522 2.355 0.940
C 2.436 3.268 0.034
C -0.593 0.936 -4.100
O -0.503 -0.433 -3.679
C 1.056 -1.939 -2.463
C -1.364 -3.278 1.266
H -2.800 -6.440 4.043
H -2.659 -4.868 4.821
H -3.512 -5.020 3.286
H -0.524 -5.502 3.748
H -1.303 -5.761 2.209
H -1.309 -1.660 3.401
H -2.693 -2.708 3.708
H -1.243 -2.836 4.713
H 1.051 -2.901 3.156
H 0.979 -4.319 2.074
H -0.029 -1.533 1.359
H -1.255 -0.962 -1.243
H -0.020 0.078 -0.480
H 1.907 0.859 -1.871
H 2.072 0.422 -3.583
H 0.865 2.525 -3.788
H 2.305 3.194 -2.180
H 2.216 5.709 -2.142
H 0.039 6.658 -1.785
H -1.276 5.643 0.094
H -1.714 4.610 -1.274
H 0.741 4.420 0.304
H -0.166 3.271 2.071
H -0.658 1.940 1.010
H 1.996 2.278 1.920
H 1.546 1.350 0.516
H 3.363 2.722 -0.146
H 2.720 4.180 0.563
H -1.617 1.283 -3.974
H -0.306 0.990 -5.151
H 2.128 -2.011 -2.649
H 0.528 -2.716 -3.022
H -1.423 -4.143 0.603
H -2.237 -2.642 1.114

Output
E_HOMO   -9.06 eV
Net charge   0
Kohn-Sham gap   9.660 eV
Relative energy (zero: lowest compared OMol25 entry of this formula, charge and spin)   95.48 kcal/mol

---

9 unconnected molecules or ions with the total composition C4H28N2O9, computed with the ωB97M-V functional and the def2-TZVPD basis.

Element x y z (Å)
C -0.953 -1.071 -1.206
N 0.341 -0.419 -1.173
C 0.884 0.038 -2.436
O 2.065 0.745 -2.212
C -2.045 -0.426 -0.369
C -3.336 -1.253 -0.399
N -1.676 0.212 0.926
H -1.418 -0.954 -2.197
H -0.913 -2.166 -1.150
H 0.325 0.307 -0.477
H 0.907 -0.780 -3.161
H 0.221 0.813 -2.843
H 2.574 0.378 -1.482
H -2.377 0.456 -0.934
H -3.237 -2.147 0.228
H -4.176 -0.660 -0.052
H -3.534 -1.665 -1.389
H -2.350 0.214 1.681
H -0.854 -0.267 1.270
H -0.162 3.597 -1.471
H 1.339 3.391 -1.661
O 0.662 4.069 -1.648
H -1.059 -2.530 1.607
H -0.208 -3.466 2.439
O -1.129 -3.289 2.190
H 1.564 -2.095 -2.377
H 1.671 -3.023 -1.156
O 1.651 -3.018 -2.113
H 0.760 3.725 1.402
H 1.610 3.816 0.025
O 1.589 3.539 0.953
H -2.439 3.137 -0.702
H -1.826 2.147 0.329
O -1.610 2.828 -0.323
H 2.479 -0.307 3.795
H 3.035 0.508 2.531
O 3.246 -0.050 3.286
H 0.745 0.589 1.300
H 1.380 1.995 1.530
O 1.156 1.141 1.956
H 2.224 -2.487 2.304
H 1.564 -3.074 1.219
O 1.312 -2.498 1.960

Output
E_HOMO   -9.78 eV
Net charge   0
Kohn-Sham gap   9.866 eV
Relative energy (zero: lowest compared OMol25 entry of this formula, charge and spin)   71.26 kcal/mol

---

C6H13NS in the gas phase, computed with the ωB97M-V functional and the def2-TZVPD basis.

Element x y z (Å)
C -0.693 1.853 -0.067
C 0.814 1.441 -0.038
C 1.611 -0.841 -0.542
C 0.679 -1.480 0.541
C -0.746 -1.864 0.031
C -1.740 0.813 0.288
H -0.956 2.378 -0.993
H -0.804 2.553 0.774
H 1.341 2.387 -0.297
H 1.138 1.123 0.991
H 0.441 0.400 -1.676
H 1.662 -1.490 -1.403
H 2.625 -0.786 -0.112
H 0.618 -0.767 1.423
H 1.148 -2.422 0.962
H -0.709 -2.738 -0.624
H -1.267 -2.164 0.956
H -2.724 1.280 0.159
H -1.691 0.568 1.374
N 1.175 0.440 -0.996
S -1.923 -0.684 -0.751

Output
E_HOMO   -7.93 eV
Net charge   0
Kohn-Sham gap   8.861 eV
Relative energy (zero: lowest compared OMol25 entry of this formula, charge and spin)   16.27 kcal/mol

---

A molecular structure, C21H32BF9N4O3P2RbS, computed with the ωB97M-V functional and the def2-TZVPD basis.

Element x y z (Å)
Rb -0.331 -1.946 0.783
C 2.139 -2.517 -3.523
C 0.652 -2.449 -3.346
C -0.109 -1.483 -3.989
C -1.475 -1.370 -3.760
C -2.107 -2.242 -2.890
C -1.361 -3.234 -2.267
C 0.002 -3.333 -2.487
H 2.465 -1.933 -4.385
H 2.476 -3.545 -3.662
H 2.635 -2.124 -2.633
H 0.377 -0.794 -4.672
H -2.043 -0.593 -4.255
H -3.166 -2.151 -2.686
H -1.845 -3.926 -1.586
H 0.574 -4.091 -1.963
C 3.776 2.181 -1.098
N 2.937 1.026 -1.357
C 2.018 1.217 -2.472
P 2.392 0.110 -0.095
O 1.732 -1.112 -0.567
O 1.395 1.082 0.765
P -0.177 1.412 0.519
O -0.863 0.440 -0.347
N -0.181 2.905 -0.203
C -1.148 3.231 -1.233
C 0.317 4.045 0.539
N -0.720 1.494 2.059
C 0.066 1.543 3.279
C -2.069 2.050 2.178
N 3.609 -0.128 0.973
C 4.075 -1.494 1.218
C 3.957 0.804 2.027
H 4.243 2.496 -2.034
H 4.570 1.930 -0.398
H 3.203 3.031 -0.702
H 2.598 1.339 -3.389
H 1.392 2.104 -2.324
H 1.374 0.344 -2.569
H -1.510 2.313 -1.689
H -0.677 3.849 -2.003
H -1.998 3.783 -0.817
H 1.009 3.724 1.318
H -0.494 4.610 1.011
H 0.863 4.720 -0.128
H 1.015 1.032 3.140
H -0.493 1.043 4.072
H 0.260 2.577 3.594
H -2.673 1.750 1.322
H -2.037 3.145 2.237
H -2.548 1.662 3.081
H 3.658 -2.174 0.480
H 3.732 -1.833 2.198
H 5.166 -1.520 1.174
H 3.521 1.785 1.849
H 5.044 0.917 2.084
H 3.598 0.440 2.996
F -5.248 -1.263 -1.258
C -5.073 -0.866 0.016
C -3.966 -1.271 0.740
F -3.038 -2.058 0.152
C -3.807 -0.856 2.049
F -2.684 -1.283 2.653
C -4.702 -0.020 2.723
S -4.446 0.525 4.356
C -5.809 0.361 1.948
F -6.751 1.165 2.464
C -6.000 -0.041 0.639
F -7.084 0.366 -0.043
F 1.332 -2.861 2.525
B 1.170 -4.211 2.051
F -0.186 -4.371 1.638
F 1.483 -5.097 3.053
F 1.992 -4.362 0.927

Output
E_HOMO   -4.08 eV
Net charge   -1
Kohn-Sham gap   5.841 eV
Relative energy (zero: lowest compared OMol25 entry of this formula, charge and spin)   24.06 kcal/mol

---

C7H11NO4S in the gas phase, computed with the ωB97M-V functional and the def2-TZVPD basis.

Element x y z (Å)
C 3.024 0.983 -0.102
C -3.624 -0.105 -1.437
C -0.908 0.005 1.388
C 1.641 0.598 0.248
C 0.118 -0.963 0.894
C -2.409 -0.167 -0.982
C 2.113 -1.876 0.092
N 1.260 -0.695 0.313
O 3.964 0.321 -0.269
O 3.137 2.414 -0.367
O -0.894 1.912 -0.618
O -2.954 1.645 0.777
S -1.789 1.076 0.100
H -3.982 -0.814 -2.074
H -4.291 0.717 -1.276
H -1.762 -0.482 1.906
H -0.524 0.798 2.091
H 0.978 1.440 0.325
H -0.154 -1.942 0.686
H -1.835 -0.997 -1.353
H 1.370 -2.619 -0.211
H 2.681 -1.716 -0.802
H 2.612 -2.281 0.891
H 2.227 2.747 -0.221

Output
E_HOMO   -7.87 eV
Net charge   0
Kohn-Sham gap   7.608 eV
Relative energy (zero: lowest compared OMol25 entry of this formula, charge and spin)   94.49 kcal/mol

---

2 unconnected molecules or ions with the total composition C32H34BF3O3S, computed with the ωB97M-V functional and the def2-TZVPD basis.

Element x y z (Å)
C -0.375 -0.693 6.470
C -0.762 -0.811 5.053
C -1.944 -0.333 4.507
C -2.073 -0.632 3.128
C -0.977 -1.340 2.624
B 0.903 1.947 -0.341
C -0.886 -1.975 1.350
C -1.975 -1.886 0.457
C -2.136 -2.836 -0.528
C -1.119 -3.767 -0.713
C -1.290 -4.803 -1.769
F -0.120 -5.462 -2.037
F -2.213 -5.751 -1.431
F -1.709 -4.243 -2.952
C 0.025 -3.800 0.072
C 0.167 -2.857 1.069
O -0.306 2.414 0.145
C -0.004 3.396 1.139
C -0.138 4.776 0.502
C -1.082 3.277 2.200
C 1.495 3.045 1.549
C 2.403 4.234 1.824
C 1.548 2.147 2.782
O 2.008 2.331 0.380
S 0.254 -1.520 3.863
H -1.253 -0.362 7.035
H -0.035 -1.655 6.869
H 0.425 0.046 6.601
H -2.681 0.189 5.116
H -2.940 -0.370 2.533
H -2.728 -1.118 0.625
H -3.052 -2.879 -1.118
H 0.776 -4.569 -0.081
H 1.080 -2.830 1.659
H -0.055 5.550 1.276
H 0.618 4.956 -0.269
H -1.130 4.860 0.039
H -0.899 3.986 3.016
H -2.046 3.531 1.745
H -1.166 2.259 2.596
H 1.996 4.839 2.648
H 3.393 3.882 2.141
H 2.540 4.883 0.953
H 1.197 2.720 3.653
H 0.941 1.235 2.687
H 2.584 1.842 2.979
C 2.526 -4.760 -4.207
O 2.742 -4.191 -2.901
C 2.156 -3.002 -2.589
C 2.726 -2.278 -1.517
C 2.146 -1.102 -1.085
C 0.999 -0.568 -1.701
C 0.680 0.909 -1.550
C -0.483 1.461 -2.372
C -0.225 2.649 -3.075
C -1.170 3.193 -3.942
C -2.454 2.644 -4.001
C -2.752 1.504 -3.245
C -1.759 0.889 -2.466
C 0.415 -1.338 -2.726
C 0.985 -2.511 -3.202
H 3.389 -5.412 -4.352
H 1.599 -5.357 -4.207
H 2.477 -3.996 -5.002
H 3.629 -2.685 -1.062
H 2.598 -0.545 -0.265
H 1.592 1.325 -2.052
H 0.749 3.122 -2.937
H -0.904 4.070 -4.541
H -3.210 3.104 -4.638
H -3.765 1.094 -3.248
H -1.985 -0.022 -1.906
H -0.494 -1.000 -3.218
H 0.535 -3.051 -4.042

Output
E_HOMO   -7.68 eV
Net charge   0
Kohn-Sham gap   7.732 eV
Relative energy (zero: lowest compared OMol25 entry of this formula, charge and spin)   0.00 kcal/mol